# 1
C7H10 | ωB97M-V/def2-TZVPD

Summary:
Energy above the lowest of the compared OMol25 structures with the same formula, charge and spin = 93.67 kcal per mole
E = -272.56873 Ha
HOMO energy = -8.2 eV
Kohn-Sham gap = 9.1577 eV
LUMO level = 0.9 eV

ORCA input file:
```
! wB97M-V def2-TZVPD RIJCOSX def2/J DEFGRID3
* xyz 0 1
C 1.5820 -0.8161 -0.3647
C 1.2969 0.6739 0.1155
C 0.0702 1.0136 -0.7429
C -0.8372 -0.1773 -0.3687
C -1.8026 0.2140 0.7543
C 0.9814 -0.2460 1.2310
C 0.1931 -1.1015 0.2910
H 1.6043 -0.8824 -1.4513
H 2.4334 -1.3340 0.0725
H 2.0880 1.4138 0.2231
H 0.3146 1.0546 -1.8117
H -0.3756 1.9768 -0.4726
H -1.3609 -0.6062 -1.2328
H -2.4706 1.0369 0.4833
H -2.4004 -0.6402 1.0856
H -1.2045 0.5309 1.6181
H -0.1120 -2.1106 0.5704
*
```

Partial atomic charges computed with the natural (NBO) method, in multiples of e:
1 C -0.45
2 C -0.30
3 C -0.41
4 C -0.23
5 C -0.60
6 C 0.05
7 C -0.30
8 H 0.27
9 H 0.26
10 H 0.22
11 H 0.21
12 H 0.21
13 H 0.21
14 H 0.21
15 H 0.21
16 H 0.21
17 H 0.22

=====

# 2
C7H10 | ωB97M-V/def2-TZVPD

Summary:
Energy above the lowest of the compared OMol25 structures with the same formula, charge and spin = 60.58 kcal per mole
E = -272.62145 Ha
HOMO energy = -9.8 eV
Kohn-Sham gap = 10.9596 eV
SMILES string = C#CC[C@@H]1C[C@@H]1C
LUMO level = 1.1 eV

ORCA input file:
```
! wB97M-V def2-TZVPD RIJCOSX def2/J DEFGRID3
* xyz 0 1
C 2.2498 0.2693 1.8630
C 1.9446 0.1675 0.7017
C 1.3893 -0.0593 -0.6428
C 0.1398 -0.9049 -0.4282
C -1.1773 -0.9150 -1.1604
C -1.0814 -0.3131 0.2153
C -1.2542 1.1894 0.2937
H 2.5123 0.3579 2.8940
H 1.1856 0.9012 -1.1289
H 2.1216 -0.5793 -1.2722
H 0.4116 -1.8888 -0.0520
H -1.6467 -1.8885 -1.2789
H -1.3932 -0.2188 -1.9675
H -1.4832 -0.8639 1.0631
H -2.3139 1.4498 0.1929
H -0.8784 1.6061 1.2333
H -0.7264 1.6902 -0.5261
*
```

Partial atomic charges computed with the natural (NBO) method, in multiples of e:
1 C -0.27
2 C 0.02
3 C -0.49
4 C -0.21
5 C -0.42
6 C -0.22
7 C -0.61
8 H 0.24
9 H 0.23
10 H 0.24
11 H 0.22
12 H 0.22
13 H 0.21
14 H 0.21
15 H 0.21
16 H 0.22
17 H 0.20

=====

# 3
C7H10 | ωB97M-V/def2-TZVPD

Summary:
Energy above the lowest of the compared OMol25 structures with the same formula, charge and spin = 65.35 kcal per mole
E = -272.61386 Ha
HOMO energy = -8.9 eV
Kohn-Sham gap = 10.1230 eV
SMILES string = C=C/C=C/CC=C
LUMO level = 1.2 eV

ORCA input file:
```
! wB97M-V def2-TZVPD RIJCOSX def2/J DEFGRID3
* xyz 0 1
C 0.0532 -1.1256 -2.8386
C 0.9605 -0.2790 -2.3403
C 1.2230 -0.2373 -0.8851
C 0.3232 0.3000 -0.0639
C 0.5013 0.2446 1.4444
C -0.8410 0.0359 2.0977
C -1.7392 0.9882 2.2754
H -0.1199 -2.1753 -2.6225
H -0.3940 -0.9474 -3.8186
H 1.5139 0.3574 -3.0234
H 2.2574 -0.3545 -0.5645
H -0.6408 0.6407 -0.4193
H 0.9579 1.1627 1.8359
H 1.2424 -0.5138 1.6829
H -1.0798 -0.9733 2.4020
H -2.6822 0.8436 2.7811
H -1.5359 2.0331 2.0568
*
```

Partial atomic charges computed with the natural (NBO) method, in multiples of e:
1 C -0.40
2 C -0.20
3 C -0.24
4 C -0.13
5 C -0.49
6 C -0.16
7 C -0.40
8 H 0.20
9 H 0.18
10 H 0.21
11 H 0.20
12 H 0.21
13 H 0.22
14 H 0.22
15 H 0.20
16 H 0.20
17 H 0.19